{"formula": "C51H124N8O15", "method": "the ωB97M-V functional and the def2-TZVPD basis", "symbols": ["C", "C", "C", "C", "C", "C", "C", "C", "C", "N", "O", "H", "H", "H", "H", "H", "H", "H", "H", "H", "H", "H", "H", "H", "H", "H", "H", "H", "H", "H", "C", "O", "C", "C", "N", "C", "C", "O", "C", "H", "H", "H", "H", "H", "H", "H", "H", "H", "H", "H", "H", "H", "H", "H", "C", "O", "C", "C", "N", "C", "C", "O", "C", "H", "H", "H", "H", "H", "H", "H", "H", "H", "H", "H", "H", "H", "H", "H", "C", "O", "C", "C", "N", "C", "C", "O", "C", "H", "H", "H", "H", "H", "H", "H", "H", "H", "H", "H", "H", "H", "H", "H", "C", "O", "C", "C", "N", "C", "C", "O", "C", "H", "H", "H", "H", "H", "H", "H", "H", "H", "H", "H", "H", "H", "H", "H", "C", "O", "C", "C", "N", "C", "C", "O", "C", "H", "H", "H", "H", "H", "H", "H", "H", "H", "H", "H", "H", "H", "H", "H", "C", "O", "C", "C", "N", "C", "C", "O", "C", "H", "H", "H", "H", "H", "H", "H", "H", "H", "H", "H", "H", "H", "H", "H", "C", "O", "C", "C", "N", "C", "C", "O", "C", "H", "H", "H", "H", "H", "H", "H", "H", "H", "H", "H", "H", "H", "H", "H"], "positions_angstrom": [[-16.25999, -20.92540, 38.03874], [-15.63065, -21.25192, 36.63134], [-16.62655, -22.18613, 35.76737], [-15.61158, -19.80564, 35.92821], [-14.73451, -19.74654, 34.62608], [-13.36954, -20.26511, 34.99121], [-13.27780, -21.62706, 35.72023], [-13.41221, -22.67734, 34.59458], [-11.86083, -21.73475, 36.38359], [-14.26502, -21.79557, 36.77471], [-14.26474, -23.12038, 37.29541], [-15.57254, -20.40917, 38.70883], [-17.13789, -20.28805, 37.93308], [-16.43364, -21.81970, 38.63722], [-17.61490, -21.72664, 35.77863], [-16.16847, -22.31531, 34.78677], [-16.61445, -23.16976, 36.23687], [-16.60704, -19.55852, 35.55931], [-15.25826, -18.98867, 36.55736], [-15.16993, -20.37276, 33.84739], [-14.71175, -18.72685, 34.24163], [-12.83372, -19.48446, 35.53121], [-12.81677, -20.29201, 34.05215], [-12.61836, -22.57126, 33.85523], [-14.33878, -22.74764, 34.02481], [-13.27305, -23.66536, 35.03340], [-11.63904, -22.80113, 36.42521], [-11.72613, -21.28627, 37.36789], [-11.10563, -21.25932, 35.75769], [-14.37258, -23.63060, 36.48940], [-17.40260, -17.95616, 25.21185], [-17.70003, -17.69378, 26.58371], [-18.37573, -18.73051, 27.27037], [-18.47324, -18.47935, 28.79977], [-17.20567, -18.12161, 29.51697], [-17.39200, -17.82070, 30.95767], [-16.06930, -17.26333, 31.53634], [-15.94190, -15.87426, 31.12530], [-14.61366, -15.42175, 31.39357], [-16.96252, -17.04108, 24.81557], [-18.32406, -18.08635, 24.64434], [-16.83219, -18.86996, 25.04533], [-17.82808, -19.67099, 27.20968], [-19.33019, -18.80141, 26.74878], [-18.95266, -19.27138, 29.37505], [-19.13725, -17.61503, 28.81158], [-16.59311, -17.46401, 29.05605], [-17.75562, -18.74053, 31.41569], [-18.17885, -17.06862, 31.01542], [-15.29249, -17.88994, 31.09814], [-16.00819, -17.47489, 32.60387], [-14.48699, -14.35366, 31.21680], [-13.85020, -15.91156, 30.78916], [-14.32082, -15.64893, 32.41862], [-10.35672, -25.38265, 34.68182], [-9.55617, -24.56144, 33.89654], [-8.82531, -23.54583, 34.52301], [-8.63038, -22.44726, 33.42288], [-7.97735, -23.06897, 32.24189], [-7.70652, -22.09406, 31.15810], [-8.99952, -21.63612, 30.46326], [-9.39138, -22.60643, 29.52798], [-10.45892, -22.21041, 28.70106], [-11.22149, -24.88808, 35.12417], [-9.81707, -25.83681, 35.51285], [-10.74630, -26.19182, 34.06411], [-7.88416, -24.00662, 34.82303], [-9.38778, -23.19779, 35.38938], [-8.09029, -21.60520, 33.85571], [-9.65798, -22.15426, 33.20777], [-8.64551, -23.79640, 32.03093], [-6.95584, -22.53514, 30.50233], [-7.17971, -21.23394, 31.57135], [-8.79199, -20.64426, 30.06170], [-9.76521, -21.47788, 31.22271], [-10.32530, -22.76744, 27.77372], [-10.62923, -21.14356, 28.55636], [-11.43787, -22.60772, 28.96923], [-16.01056, -12.80582, 22.24244], [-15.02452, -12.97975, 23.21183], [-15.37044, -14.03826, 24.11599], [-14.10482, -14.73630, 24.53739], [-13.28538, -13.92845, 25.48046], [-12.25344, -14.59699, 26.17149], [-12.88484, -15.67934, 27.11968], [-13.23066, -16.90946, 26.41011], [-13.91271, -17.81638, 27.27659], [-16.99278, -12.58303, 22.65924], [-16.19937, -13.70439, 21.65505], [-15.71474, -11.98552, 21.58846], [-15.93469, -14.86134, 23.67751], [-15.89647, -13.71519, 25.01433], [-13.55666, -15.15155, 23.69170], [-14.54586, -15.64143, 24.95493], [-12.88608, -13.15791, 24.96381], [-11.82920, -13.89246, 26.88687], [-11.47162, -15.01878, 25.53987], [-13.80188, -15.20894, 27.47444], [-12.22178, -15.84718, 27.96838], [-13.31955, -17.89666, 28.18753], [-14.18547, -18.70305, 26.70429], [-14.81377, -17.36476, 27.69158], [-14.91193, -30.57111, 26.45068], [-15.49386, -29.58207, 27.37198], [-15.26271, -28.20774, 27.15109], [-16.09296, -27.30601, 28.05714], [-15.97934, -27.65937, 29.45323], [-16.94791, -27.01256, 30.29209], [-16.59406, -25.50695, 30.48006], [-17.57632, -24.83868, 31.26273], [-17.31276, -23.46352, 31.36779], [-13.83419, -30.40924, 26.43107], [-15.21408, -30.40969, 25.41591], [-15.19857, -31.54603, 26.84499], [-15.54176, -28.00932, 26.11627], [-14.21044, -28.01746, 27.36229], [-17.08799, -27.30706, 27.61216], [-15.77274, -26.28550, 27.84712], [-15.86271, -28.66197, 29.41730], [-17.04681, -27.48043, 31.27158], [-17.98278, -27.05361, 29.95228], [-16.57273, -25.05404, 29.48883], [-15.54975, -25.38955, 30.76942], [-18.13923, -22.99684, 31.90375], [-17.26948, -23.05539, 30.35801], [-16.46140, -23.30874, 32.03059], [-15.07267, -21.17290, 23.29333], [-14.04797, -21.71264, 24.13426], [-12.93971, -20.84626, 24.24208], [-11.85143, -21.33086, 25.24486], [-11.04192, -22.46863, 24.87627], [-10.13394, -22.25008, 23.79260], [-9.60229, -23.64974, 23.40975], [-10.66369, -24.62448, 23.08042], [-10.17933, -25.53197, 22.10131], [-15.47831, -20.32266, 23.84164], [-15.90516, -21.86509, 23.16709], [-14.71094, -20.87549, 22.30906], [-13.25884, -19.88508, 24.64505], [-12.49606, -20.60970, 23.27497], [-12.28858, -21.62960, 26.19762], [-11.13238, -20.54353, 25.47113], [-11.70779, -23.14302, 24.52710], [-9.30502, -21.58350, 24.03062], [-10.74665, -21.79290, 23.01563], [-9.03671, -24.18373, 24.17335], [-8.94694, -23.47689, 22.55609], [-10.11916, -25.12972, 21.09004], [-10.88000, -26.34338, 21.90440], [-9.36812, -26.19883, 22.39346], [-13.66859, -24.62687, 26.41744], [-14.95085, -24.52447, 26.98826], [-15.79576, -23.46660, 26.58794], [-15.47433, -22.12273, 27.24525], [-15.34449, -22.21085, 28.71649], [-14.78229, -20.96199, 29.29372], [-14.56630, -21.06354, 30.77544], [-13.26855, -21.64540, 31.04552], [-13.28132, -23.06786, 31.02823], [-13.33035, -25.65137, 26.57269], [-12.89256, -24.11381, 26.98546], [-13.66631, -24.30038, 25.37749], [-16.82642, -23.76795, 26.77508], [-15.85614, -23.40543, 25.50134], [-16.26311, -21.38623, 27.09200], [-14.60298, -21.72499, 26.72499], [-14.81538, -23.04429, 28.92986], [-15.49741, -20.18940, 29.01122], [-13.93191, -20.61543, 28.70648], [-15.35007, -21.49667, 31.39689], [-14.43224, -20.04307, 31.13430], [-12.22566, -23.33431, 31.08003], [-13.54198, -23.54359, 30.08280], [-13.86422, -23.47880, 31.85252], [-11.88347, -27.94496, 24.95668], [-11.21222, -27.69128, 26.23914], [-10.46473, -26.47981, 26.17064], [-9.61698, -26.36198, 27.45359], [-10.42882, -26.14080, 28.67711], [-9.57631, -25.99955, 29.83940], [-10.33485, -26.15481, 31.12848], [-11.22117, -27.32839, 31.11505], [-12.55400, -26.83908, 31.26828], [-12.43741, -28.88024, 25.03748], [-11.25843, -27.97967, 24.06437], [-12.65627, -27.19178, 24.80302], [-11.14665, -25.64176, 26.02652], [-9.87024, -26.67546, 25.27822], [-8.94488, -25.51489, 27.31632], [-8.90855, -27.17468, 27.61403], [-10.93357, -27.00995, 28.77659], [-8.99577, -25.08135, 29.75014], [-8.76282, -26.72373, 29.88307], [-10.71460, -25.21129, 31.52047], [-9.55759, -26.34213, 31.86934], [-13.36998, -27.56147, 31.28869], [-12.93026, -26.19534, 30.47322], [-12.76061, -26.28689, 32.18507]], "lowdin_charge": [-0.04, -0.42, -0.01, -0.11, -0.18, -0.15, -0.47, -0.03, -0.01, -0.11, 0.00, 0.08, 0.08, 0.07, 0.08, 0.04, 0.07, 0.10, 0.11, 0.09, 0.10, 0.12, 0.11, 0.08, 0.07, 0.07, 0.06, 0.09, 0.07, 0.06, -0.08, -0.20, -0.21, -0.17, -0.07, -0.18, -0.20, -0.17, -0.11, 0.08, 0.08, 0.07, 0.10, 0.12, 0.12, 0.10, 0.08, 0.11, 0.11, 0.10, 0.10, 0.09, 0.07, 0.08, -0.10, -0.23, -0.20, -0.18, -0.04, -0.17, -0.23, -0.18, -0.11, 0.07, 0.09, 0.08, 0.12, 0.10, 0.12, 0.09, 0.08, 0.11, 0.11, 0.12, 0.11, 0.08, 0.09, 0.06, -0.14, -0.17, -0.22, -0.20, -0.06, -0.22, -0.18, -0.22, -0.10, 0.08, 0.08, 0.09, 0.11, 0.13, 0.13, 0.10, 0.11, 0.12, 0.12, 0.12, 0.11, 0.08, 0.08, 0.07, -0.06, -0.22, -0.23, -0.22, -0.04, -0.20, -0.21, -0.18, -0.12, 0.07, 0.08, 0.09, 0.12, 0.12, 0.12, 0.09, 0.11, 0.12, 0.11, 0.10, 0.11, 0.09, 0.08, 0.06, -0.08, -0.20, -0.21, -0.19, -0.08, -0.20, -0.16, -0.20, -0.14, 0.07, 0.09, 0.09, 0.11, 0.11, 0.09, 0.12, 0.09, 0.13, 0.11, 0.12, 0.11, 0.09, 0.07, 0.09, -0.08, -0.21, -0.20, -0.18, -0.03, -0.19, -0.18, -0.19, -0.12, 0.07, 0.08, 0.09, 0.12, 0.11, 0.10, 0.09, 0.06, 0.09, 0.11, 0.10, 0.10, 0.08, 0.07, 0.07, -0.07, -0.20, -0.21, -0.18, -0.03, -0.23, -0.20, -0.15, -0.13, 0.07, 0.08, 0.07, 0.10, 0.11, 0.11, 0.12, 0.10, 0.11, 0.11, 0.10, 0.11, 0.08, 0.07, 0.07], "de_lowest_kj_mol": 351.5, "gap_ev": 8.84, "e_homo_ev": -8.3691, "total_charge": 0, "smiles": "CC1(C)CCCC(C)(C)N1O.COCCNCCOC.COCCNCCOC.COCCNCCOC.COCCNCCOC.COCCNCCOC.COCCNCCOC.COCCNCCOC"}

{"formula": "C24H33O3Si2", "method": "the ωB97M-V functional and the def2-TZVPD basis", "symbols": ["C", "Si", "C", "C", "O", "C", "C", "C", "O", "Si", "C", "C", "C", "H", "H", "H", "H", "H", "H", "H", "H", "H", "H", "H", "H", "H", "H", "H", "H", "H", "H", "H", "H", "H", "H", "C", "C", "C", "C", "C", "O", "C", "C", "C", "C", "C", "C", "C", "C", "C", "C", "H", "H", "H", "H", "H", "H", "H", "H", "H", "H", "H"], "positions_angstrom": [[2.47584, 2.70792, -0.62384], [2.98817, 1.96204, -2.25192], [3.79734, 3.20702, -3.36823], [4.01144, 0.41931, -2.08443], [1.48298, 1.56328, -3.02349], [0.64412, 0.65009, -2.49107], [0.81702, -0.68939, -2.62900], [-0.08767, -1.63721, -1.99371], [-0.40512, 1.10776, -1.80609], [-1.65006, 2.11660, -2.47479], [-2.73361, 2.56033, -1.02959], [-0.82869, 3.61063, -3.21608], [-2.51881, 1.02389, -3.70711], [3.37493, 3.00547, -0.06265], [1.86150, 3.60704, -0.77575], [1.89886, 2.01403, 0.00347], [4.74753, 3.53760, -2.92318], [4.01987, 2.78623, -4.35741], [3.17212, 4.09616, -3.51952], [4.95948, 0.68508, -1.59209], [3.53262, -0.36602, -1.48471], [4.25688, -0.00997, -3.06594], [1.62179, -1.02898, -3.26790], [0.20090, -2.64062, -2.32414], [-0.02262, -1.62174, -0.89728], [-1.13912, -1.48903, -2.27578], [-3.57079, 3.17591, -1.39422], [-3.15453, 1.67234, -0.53772], [-2.19213, 3.14173, -0.27067], [-1.61843, 4.25788, -3.63196], [-0.27741, 4.19457, -2.46504], [-0.13382, 3.35888, -4.03016], [-3.33683, 1.60007, -4.16662], [-1.85423, 0.68010, -4.51230], [-2.95604, 0.13584, -3.22772], [-5.29810, -1.39634, 3.89767], [-4.68927, -0.29760, 3.27910], [-3.33440, -0.32628, 2.95601], [-2.55038, -1.47404, 3.24004], [-1.15191, -1.49691, 2.88278], [-0.52930, -2.65388, 3.22315], [0.82165, -2.82282, 2.96386], [1.57843, -1.81219, 2.33419], [2.96319, -2.07334, 2.12810], [3.51449, -3.28257, 2.52346], [2.71675, -4.25996, 3.14006], [1.36429, -4.03463, 3.37121], [0.90326, -0.63995, 1.95795], [-0.44131, -0.47957, 2.25770], [-3.17385, -2.57823, 3.87207], [-4.53019, -2.53499, 4.19195], [-6.35970, -1.36693, 4.14892], [-5.26951, 0.59685, 3.04086], [-2.85678, 0.53262, 2.48106], [3.57267, -1.29748, 1.66181], [4.57480, -3.48071, 2.35703], [3.15195, -5.21035, 3.44335], [0.71941, -4.76588, 3.85223], [1.45422, 0.17286, 1.48594], [-0.94491, 0.44800, 2.00773], [-2.58923, -3.46668, 4.10627], [-4.99972, -3.39387, 4.67415]], "nbo_charge": [-1.15, 1.90, -1.15, -1.16, -0.85, 0.61, -0.39, -0.63, -0.86, 1.88, -1.15, -1.15, -1.15, 0.24, 0.25, 0.22, 0.25, 0.26, 0.25, 0.24, 0.24, 0.26, 0.21, 0.22, 0.18, 0.21, 0.25, 0.24, 0.24, 0.24, 0.24, 0.26, 0.24, 0.26, 0.24, -0.13, -0.21, -0.16, -0.09, 0.48, -0.38, 0.33, -0.09, -0.14, -0.21, -0.12, -0.25, -0.01, -0.31, -0.16, -0.21, 0.24, 0.24, 0.22, 0.24, 0.25, 0.24, 0.25, 0.25, 0.26, 0.23, 0.24], "gap_ev": 4.82, "e_homo_ev": -9.9027, "total_charge": 1}

- Number 1 is which compound?
  C51H124N8O15